[1]
ORCA calculation (wB97M-V/def2-TZVPD) on a cluster of 2 separate species, C28H30N3 in total in a non-equilibrium geometry.

Values from the calculation:
Electronic energy: -1249.007710 Eh
LUMO: -4.6519 eV
Molar mass: 408.57 g/mol
Relative energy (zero: lowest compared OMol25 entry of this formula, charge and spin): 1.118 eV
Frontier orbital gap: 0.1639 Eh
Max |F|: 1.8 eV Å⁻¹

ORCA input file:
```
! wB97M-V def2-TZVPD RIJCOSX def2/J DEFGRID3
* xyz 1 1
C 3.642 0.908 0.106
N 2.808 -0.290 0.062
C 2.517 -1.030 -1.105
C 2.966 -0.779 -2.348
N 1.675 -2.094 -0.710
C 1.091 -3.079 -1.617
C 1.435 -2.001 0.682
C 2.144 -0.881 1.163
C 2.090 -0.542 2.511
C 1.331 -1.322 3.361
C 0.631 -2.425 2.887
C 0.674 -2.774 1.552
H 3.681 1.317 1.113
H 4.656 0.670 -0.209
H 3.239 1.670 -0.558
H 2.700 -1.413 -3.168
H 3.620 0.044 -2.542
H 0.427 -3.753 -1.081
H 0.517 -2.579 -2.394
H 1.875 -3.668 -2.086
H 2.627 0.313 2.882
H 1.280 -1.074 4.408
H 0.045 -3.014 3.572
H 0.127 -3.627 1.188
C 4.300 -4.428 -5.737
C 4.951 -3.106 -5.616
N 5.068 -2.211 -6.645
C 4.508 -2.375 -7.983
C 5.697 -1.040 -6.184
C 5.993 -1.223 -4.822
C 6.515 -0.157 -4.080
C 6.779 1.033 -4.711
C 6.495 1.204 -6.067
C 5.948 0.184 -6.808
C 5.527 -2.545 -4.454
C 5.449 -3.089 -3.153
C 6.155 -2.624 -1.996
C 7.477 -2.133 -2.054
C 8.073 -1.580 -0.947
C 7.403 -1.521 0.272
C 8.036 -0.880 1.453
C 6.122 -2.058 0.357
C 5.511 -2.606 -0.742
H 4.348 -4.991 -4.805
H 3.252 -4.316 -6.014
H 4.788 -5.022 -6.511
H 4.679 -1.488 -8.588
H 4.965 -3.228 -8.480
H 3.436 -2.544 -7.917
H 6.668 -0.255 -3.021
H 7.208 1.846 -4.149
H 6.683 2.158 -6.532
H 5.697 0.324 -7.843
H 4.679 -3.824 -2.986
H 8.013 -2.181 -2.988
H 9.066 -1.167 -1.018
H 7.397 -0.956 2.333
H 8.986 -1.358 1.688
H 8.226 0.178 1.266
H 5.591 -2.011 1.292
H 4.492 -2.948 -0.676
*
```

---

[2]
ORCA calculation (wB97M-V/def2-TZVPD) on a cluster of 5 separate species, C22H44NO11S5 in total in a non-equilibrium geometry.

Values from the calculation:
Electronic energy: -3737.576794 Eh
LUMO: -4.0803 eV
Molar mass: 658.93 g/mol
Frontier orbital gap: 0.2858 Eh
Max |F|: 5.6 eV Å⁻¹

ORCA input file:
```
! wB97M-V def2-TZVPD RIJCOSX def2/J DEFGRID3
* xyz 1 1
C 4.653 1.956 0.752
C 3.527 0.951 0.227
O 3.371 -0.135 0.849
O 2.686 1.160 -0.917
C 1.959 2.406 -0.823
S 0.156 2.181 -1.243
N -0.898 2.959 -0.113
C -0.305 4.193 0.490
C -1.425 2.036 0.919
C -2.178 0.654 0.618
O -1.249 2.341 2.137
H 4.997 2.658 -0.083
H 4.153 2.589 1.583
H 5.489 1.364 1.245
H 2.120 2.823 0.226
H 2.408 3.111 -1.622
H -0.062 0.792 -1.133
H -1.092 4.743 1.131
H 0.076 4.840 -0.380
H 0.567 3.981 1.216
H -1.459 -0.176 0.982
H -3.189 0.566 1.160
H -2.336 0.510 -0.519
C 10.285 -0.137 0.297
C 9.170 -1.138 0.612
C 7.850 -0.365 0.625
S 8.074 1.026 -0.479
O 8.016 2.244 0.297
O 7.267 0.828 -1.664
C 9.779 0.689 -0.878
H 11.225 -0.639 0.060
H 10.455 0.510 1.164
H 9.139 -1.906 -0.168
H 9.339 -1.645 1.564
H 7.020 -0.978 0.271
H 7.626 0.026 1.620
H 10.322 1.624 -1.012
H 9.797 0.108 -1.803
C -1.938 2.152 -5.544
C -2.998 2.917 -6.339
C -4.158 3.217 -5.387
S -3.448 3.309 -3.747
O -3.966 2.215 -2.957
O -3.485 4.678 -3.287
C -1.779 2.911 -4.233
H -0.993 2.086 -6.087
H -2.288 1.133 -5.348
H -2.571 3.855 -6.707
H -3.338 2.350 -7.208
H -4.640 4.165 -5.625
H -4.897 2.413 -5.390
H -1.296 2.324 -3.453
H -1.242 3.850 -4.386
C -7.425 -0.961 3.459
C -6.642 -2.189 3.924
C -6.160 -2.928 2.673
S -5.990 -1.688 1.395
O -6.960 -1.957 0.360
O -4.584 -1.490 1.103
C -6.574 -0.314 2.374
H -7.620 -0.269 4.281
H -8.389 -1.272 3.043
H -5.779 -1.868 4.517
H -7.249 -2.840 4.556
H -5.197 -3.412 2.838
H -6.893 -3.662 2.336
H -7.132 0.380 1.746
H -5.702 0.184 2.804
C -0.555 -5.420 1.007
C -0.123 -3.957 1.125
C -1.285 -3.185 1.754
S -2.177 -4.361 2.766
O -3.493 -4.548 2.199
O -1.978 -4.038 4.160
C -1.176 -5.778 2.352
H 0.286 -6.074 0.768
H -1.300 -5.523 0.212
H 0.758 -3.889 1.771
H 0.150 -3.537 0.154
H -0.931 -2.365 2.380
H -1.971 -2.805 0.994
H -1.795 -6.673 2.315
H -0.410 -5.881 3.124
*
```

---

[3]
ORCA calculation (wB97M-V/def2-TZVPD) on a structure of composition C15H11F6IrN2OS5SbSe2.

Values from the calculation:
Electronic energy: -8500.588150 Eh
LUMO (alpha / beta): 4.3360 / 2.8061 eV
Molar mass: 981.49 g/mol
Relative energy (zero: lowest compared OMol25 entry of this formula, charge and spin): 1.538 eV
Frontier orbital gap (alpha / beta): 0.1991 / 0.1953 Eh
⟨S²⟩: 8.78
Max |F|: 0.7 eV Å⁻¹

ORCA input file:
```
! wB97M-V def2-TZVPD RIJCOSX def2/J DEFGRID3
* xyz -2 6
Ir -0.357 0.151 -0.507
Se -3.698 1.072 1.419
Se -2.454 -1.498 1.984
C -0.978 -0.480 2.558
C -0.556 -0.531 3.887
C 0.428 0.326 4.326
C 0.959 1.253 3.443
C 0.523 1.222 2.135
N -0.387 0.356 1.696
C -4.046 0.336 -0.292
C -5.371 0.097 -0.658
C -5.646 -0.493 -1.874
C -4.586 -0.835 -2.695
C -3.303 -0.548 -2.257
N -3.029 0.022 -1.093
H -1.033 -1.238 4.553
H 0.766 0.284 5.355
H 1.719 1.960 3.737
H 0.889 1.909 1.392
H -6.158 0.360 0.036
H -6.669 -0.700 -2.165
H -4.717 -1.334 -3.642
H -2.454 -0.803 -2.876
S 2.294 -3.454 -2.950
Sb 0.275 -2.532 -2.544
S 0.095 -0.129 -2.734
S -0.169 -2.299 -0.151
S -1.523 -3.520 -3.523
S -0.994 3.205 -1.751
C -0.506 2.091 -0.750
C 3.545 0.040 -1.702
C 3.151 0.274 -0.236
O 1.913 -0.166 0.061
C 3.380 1.777 0.059
F 3.321 2.107 1.366
F 4.592 2.221 -0.349
F 2.479 2.530 -0.572
C 4.116 -0.536 0.654
F 3.882 -0.390 1.967
F 4.038 -1.842 0.388
F 5.420 -0.197 0.481
H 2.866 0.610 -2.336
H 3.407 -1.014 -1.932
H 4.574 0.334 -1.911
*
```

---

[4]
ORCA calculation (wB97M-V/def2-TZVPD) on a cluster of 3 separate species, C6H10O2 in total.

Values from the calculation:
Electronic energy: -385.096472 Eh
LUMO: 0.6618 eV
SMILES: c1ccccc1.O.O
Molar mass: 114.14 g/mol
Relative energy (zero: lowest compared OMol25 entry of this formula, charge and spin): 0.161 eV
Frontier orbital gap: 0.3731 Eh
Max |F|: 1.0 eV Å⁻¹

ORCA input file:
```
! wB97M-V def2-TZVPD RIJCOSX def2/J DEFGRID3
* xyz 0 1
C -0.858 -0.209 -1.310
C -1.486 -0.023 -0.099
C -1.045 0.960 0.788
C -0.013 1.798 0.395
C 0.528 1.687 -0.886
C 0.148 0.658 -1.724
H -1.267 -0.967 -1.958
H -2.330 -0.624 0.216
H -1.351 1.005 1.827
H 0.261 2.609 1.049
H 1.277 2.383 -1.220
H 0.561 0.590 -2.726
O -0.176 -2.579 1.962
H 0.522 -1.930 1.764
H -0.405 -2.828 1.051
O 1.584 -1.099 0.279
H 2.475 -1.223 -0.060
H 1.574 -0.210 0.654
*
```